1.
Below is a molecular structure, C43H52CrFGeN3O2, with properties calculated with ωB97M-V with the def2-TZVPD basis set.

- Kohn-Sham gap (alpha / beta) (eV) = 7.659 / 7.926
- energy relative to the best compared isomer or geometry (same formula, charge and spin) (kcal/mol) = 4.8
- largest force on an atom (hartree/bohr) = 0.0129
- total energy (Eh) = -5205.80184

The geometry in ORCA input format:
```
! RIJCOSX wB97M-V def2-TZVPD def2/J DEFGRID3
* xyz 0 5
Cr 0.80764 0.12889 -0.43109
C -4.48656 -1.23113 -0.14370
C -3.45891 -0.09421 -0.16506
C -4.01843 1.09604 0.63002
C -3.11079 0.29989 -1.58647
C -4.11568 0.94195 -2.30799
C -3.94123 1.30582 -3.62484
C -2.73574 1.01574 -4.23431
C -1.69947 0.38318 -3.55466
C -0.42791 0.19079 -4.36461
C 0.53912 1.34252 -4.07538
C 0.20271 -1.20034 -4.31044
C -1.86677 0.02733 -2.19628
N -0.81268 -0.63523 -1.47667
C -0.92196 -2.00414 -1.44990
C -1.97135 -2.76635 -1.99957
C -1.99982 -4.14902 -1.90044
C -0.98897 -4.85663 -1.26690
C 0.08423 -4.14678 -0.73862
C 0.08282 -2.78337 -0.85495
F 1.17364 -2.08669 -0.33709
H -4.79945 -1.42876 0.88184
H -4.08038 -2.15459 -0.55628
H -5.37130 -0.95394 -0.72130
H -2.55621 -0.45873 0.32363
H -5.07021 1.26308 0.38832
H -3.48506 2.02483 0.42473
H -3.96087 0.89537 1.69860
H -5.05954 1.14714 -1.81859
H -4.73388 1.79702 -4.17384
H -2.58479 1.28266 -5.27384
H -0.73258 0.32302 -5.40714
H 0.75588 1.42019 -3.00995
H 0.08984 2.29051 -4.37613
H 1.47818 1.22827 -4.62401
H 0.64738 -1.43858 -3.34733
H 0.97221 -1.28469 -5.08229
H -0.54780 -1.96736 -4.50421
H -2.77275 -2.25213 -2.51335
H -2.83578 -4.68209 -2.33569
H -1.01966 -5.93428 -1.19615
H 0.91936 -4.63343 -0.25297
O 4.36244 1.31240 1.43136
C 3.28150 0.75154 1.51596
O 2.47837 0.62633 0.50759
C 2.86745 0.15951 2.86076
C 1.53531 -0.57191 2.89053
Ge -0.08599 0.53891 2.87631
C -0.18327 1.53662 4.55546
C 0.05713 0.85890 5.75129
C -0.03812 1.50671 6.97371
C -0.38279 2.85053 7.01936
C -0.63373 3.53646 5.84055
C -0.53443 2.88228 4.61950
C 0.04087 1.89577 1.44666
C 1.02973 2.87706 1.64643
C 1.30282 3.83355 0.69140
C 0.60716 3.84379 -0.51487
C -0.37838 2.90280 -0.73707
C -0.66461 1.94556 0.24726
C -1.54783 -0.75694 2.86529
C -1.39530 -1.97034 2.19421
C -2.34840 -2.97230 2.29299
C -3.46642 -2.77987 3.09235
C -3.63136 -1.58226 3.77422
C -2.67844 -0.57881 3.66003
H 2.90432 0.96739 3.59713
H 3.68227 -0.51339 3.13931
H 1.44613 -1.14073 3.82223
H 1.49445 -1.31553 2.09199
H 0.31743 -0.19407 5.73704
H 0.15480 0.96365 7.88986
H -0.45614 3.36019 7.97130
H -0.90712 4.58342 5.86876
H -0.73434 3.43554 3.70855
H 1.60859 2.88319 2.56354
H 2.07858 4.56484 0.87649
H 0.83241 4.58774 -1.26798
H -0.95305 2.89443 -1.65584
H -1.47618 1.25784 0.06201
H -0.52120 -2.15321 1.58056
H -2.21239 -3.89673 1.74546
H -4.21041 -3.56107 3.18165
H -4.50146 -1.42959 4.39983
H -2.81115 0.34559 4.21166
C 4.75845 -0.75468 -3.73564
C 4.80035 -0.45850 -2.24026
C 5.16039 1.00922 -1.98066
C 5.82338 -1.35459 -1.55044
N 3.50228 -0.83824 -1.63814
N 2.39736 -0.02652 -2.04713
H 5.74618 -0.62134 -4.17806
H 4.07588 -0.08067 -4.25909
H 4.43295 -1.78152 -3.90812
H 6.16747 1.21867 -2.34449
H 5.11986 1.22884 -0.91128
H 4.49328 1.69840 -2.50586
H 6.82097 -1.17797 -1.95348
H 5.56621 -2.40424 -1.69498
H 5.84965 -1.14448 -0.47900
H 3.57235 -0.67949 -0.63743
H 2.12453 -0.33563 -2.97200
H 2.67273 0.95518 -2.12391
*
```


2.
Below is a molecular structure, C34H72BClI2N2O21P2S6, with properties calculated with ωB97M-V with the def2-TZVPD basis set.

- Kohn-Sham gap (eV) = 7.806
- largest force on an atom (hartree/bohr) = 0.1502
- total energy (Eh) = -7180.13313

The geometry in ORCA input format:
```
! RIJCOSX wB97M-V def2-TZVPD def2/J DEFGRID3
* xyz 0 1
C -0.83536 5.33727 2.73778
B -1.85431 4.05852 2.85612
O -3.14600 4.22044 3.47581
C -1.31922 2.58616 2.28250
I -2.36735 1.24267 3.73394
O 0.03187 2.59584 2.77811
S 1.06399 1.41839 2.27776
O 0.83361 0.16974 3.05735
O 2.47634 1.88540 2.62477
C 0.96731 1.35344 0.46029
C 1.79141 0.17642 -0.28307
C 2.07273 -1.15619 0.53843
C 3.48918 -1.16939 1.33751
C 4.69478 -1.43616 0.27370
N 6.00415 -0.91800 0.83879
C 1.74357 2.68196 -0.09965
O 1.51090 3.89469 0.65820
C 2.72461 4.67571 0.48389
C 3.34652 5.23630 1.79971
C 4.67204 6.06498 1.73955
C 5.33874 6.28106 0.33340
C 4.69393 5.73003 -0.97819
C 3.37138 4.93300 -0.93042
C -0.57850 1.23751 0.02304
P -1.22928 -0.58557 0.02138
N -1.37608 -1.21295 1.48617
C -1.62081 2.28898 0.75233
C -3.10750 1.72790 0.45320
C -4.34638 2.68947 0.70127
C -5.43895 1.95197 1.67998
I -5.53372 3.12726 -1.12692
P -1.44355 3.80539 -0.45071
O -2.51071 5.07778 -0.10666
Cl -2.11633 3.25744 -2.42829
H 0.02933 5.17810 3.49100
H -0.37817 5.39021 1.68555
H -1.37220 6.32069 2.96751
H -3.58620 4.97663 3.02877
H 1.23494 -0.11308 -1.25796
H 2.82506 0.51870 -0.67865
H 1.19740 -1.52534 1.19852
H 2.19699 -2.00256 -0.24879
H 3.72070 -0.18570 1.86317
H 3.51360 -2.07547 2.05080
H 4.52414 -0.84458 -0.69902
H 4.77930 -2.53920 -0.02872
H 6.72604 -0.91279 0.08978
H 5.85525 0.09517 1.03076
H 2.86720 2.47044 0.08809
H 1.48139 2.76524 -1.20796
H 2.89498 5.07443 2.83977
H 5.12842 6.49940 2.70400
H 6.32632 6.85645 0.21706
H 5.17686 5.87902 -1.99974
H 2.83427 4.46835 -1.82850
H -0.53486 1.44549 -1.12197
H -0.35465 -1.45169 -0.72392
H -2.51035 -0.68453 -0.65656
H -2.37618 -1.47013 1.58875
H -3.38124 0.76350 1.03429
H -3.16193 1.38064 -0.65168
H -4.17367 3.69593 1.18227
H -5.48289 0.82483 1.51161
H -5.11384 2.24384 2.74839
H -6.42716 2.49368 1.48310
H -3.15926 5.25596 -0.83659
O -4.20380 -3.57302 -4.77972
S -4.47570 -3.04071 -3.46916
O -3.44308 -2.90862 -2.47332
O -5.72411 -3.83964 -2.82741
C -5.63476 -5.26227 -2.70925
C -4.68707 -5.67370 -1.59733
C -5.27286 -1.46870 -3.64475
H -5.34134 -5.70891 -3.66473
H -6.63679 -5.62948 -2.47676
H -3.66027 -5.38025 -1.82321
H -4.70113 -6.75690 -1.45589
H -4.96336 -5.18730 -0.65836
H -6.08140 -1.55792 -4.36929
H -4.52577 -0.75821 -4.00045
H -5.65064 -1.15376 -2.67245
O -8.52718 -5.98983 -0.75806
S -9.75687 -5.41424 -0.27971
O -10.52739 -4.49788 -1.07842
O -9.49442 -4.75224 1.17230
C -8.47203 -3.76135 1.29206
C -8.89229 -2.44220 0.66944
C -10.83137 -6.71816 0.25075
H -7.53492 -4.12341 0.85686
H -8.29412 -3.61160 2.35946
H -9.01811 -2.53661 -0.41057
H -8.14124 -1.66957 0.85183
H -9.85028 -2.11264 1.07915
H -10.27309 -7.40368 0.88705
H -11.18527 -7.23640 -0.64096
H -11.67478 -6.28433 0.78678
O 10.79495 4.39220 2.19413
S 9.54505 4.91977 2.67332
O 8.74674 5.81948 1.88128
O 9.77776 5.57342 4.13488
C 10.76446 6.59698 4.27171
C 10.30194 7.90828 3.66265
C 8.51336 3.57357 3.18337
H 11.71543 6.27268 3.83724
H 10.93195 6.73997 5.34175
H 10.18464 7.82259 2.58105
H 11.02487 8.70400 3.85804
H 9.33109 8.19965 4.07134
H 9.09202 2.89996 3.81424
H 8.18130 3.05416 2.28399
H 7.65307 3.97175 3.72044
O 9.12948 -2.36752 6.58551
S 8.93297 -2.63837 5.18572
O 9.33665 -1.70418 4.16745
O 7.38686 -3.04389 4.94280
C 6.37099 -2.12759 5.35682
C 6.29116 -0.92429 4.43557
C 9.64688 -4.21301 4.80122
H 6.53202 -1.82122 6.39545
H 5.42068 -2.66553 5.32412
H 7.20147 -0.32414 4.48937
H 5.45058 -0.28068 4.70756
H 6.17502 -1.24316 3.39657
H 9.32258 -4.94212 5.54260
H 10.73087 -4.09991 4.83403
H 9.33487 -4.50684 3.79959
O -6.76062 -3.26996 -10.53898
S -6.25133 -4.58474 -10.25017
O -6.86981 -5.44088 -9.27201
O -4.67103 -4.47469 -9.92685
C -4.25127 -3.60263 -8.87373
C -4.57906 -4.17212 -7.50566
C -6.11381 -5.49135 -11.76554
H -4.68992 -2.60791 -9.00335
H -3.16812 -3.49060 -8.96310
H -5.65788 -4.23954 -7.35352
H -4.16966 -3.54234 -6.71334
H -4.17425 -5.18232 -7.40359
H -5.61473 -4.87051 -12.50843
H -7.12384 -5.73501 -12.09626
H -5.55359 -6.40700 -11.57942
*
```